{"formula": "C35H73N4O9S", "method": "the ωB97M-V functional and the def2-TZVPD basis", "species": ["C", "C", "O", "C", "N", "C", "C", "O", "C", "C", "C", "S", "N", "O", "C", "N", "C", "C", "O", "C", "C", "O", "C", "C", "C", "C", "C", "C", "C", "C", "C", "C", "C", "C", "C", "C", "N", "H", "H", "H", "H", "H", "H", "H", "H", "H", "H", "H", "H", "H", "H", "H", "H", "H", "H", "H", "H", "H", "H", "H", "H", "H", "H", "H", "H", "H", "H", "H", "H", "H", "H", "H", "H", "H", "H", "H", "H", "H", "H", "H", "H", "H", "H", "H", "H", "H", "C", "C", "O", "H", "H", "H", "H", "H", "H", "C", "C", "O", "H", "H", "H", "H", "H", "H", "C", "C", "O", "H", "H", "H", "H", "H", "H", "C", "C", "O", "H", "H", "H", "H", "H", "H"], "positions_angstrom": [[6.915, -0.941, 2.414], [8.406, -0.388, 2.693], [9.024, -1.340, 3.629], [8.443, 1.045, 3.421], [7.611, 2.106, 2.749], [8.025, 2.151, 1.291], [7.842, 3.677, 0.821], [7.712, 3.869, -0.612], [6.495, 3.327, -1.127], [6.470, 3.551, -2.738], [5.105, 2.957, -3.400], [4.844, 3.530, -5.149], [3.877, 3.262, -2.595], [3.259, 4.428, -2.972], [4.114, 3.190, -1.146], [3.383, 2.477, -0.300], [2.193, 1.690, -0.733], [2.214, 0.145, -0.305], [3.368, -0.599, -0.739], [3.515, -0.615, -2.177], [3.676, -2.072, -2.818], [2.675, -3.029, -2.403], [1.362, -2.488, -2.472], [0.760, -1.680, -3.641], [-0.702, -1.114, -3.525], [-1.593, -1.333, -2.263], [-3.047, -0.674, -2.224], [-3.946, -1.522, -3.299], [-2.923, 0.805, -2.832], [-3.798, -0.768, -0.813], [-3.389, 0.355, 0.268], [-4.185, 1.761, 0.092], [-1.814, 0.621, 0.417], [-3.879, -0.220, 1.724], [-0.984, -2.188, -1.124], [0.449, -2.752, -1.219], [5.243, 3.968, -0.605], [6.145, -0.333, 3.001], [6.815, -2.041, 2.694], [6.675, -0.834, 1.287], [9.062, -0.413, 1.745], [8.309, -1.707, 4.201], [9.522, 1.430, 3.402], [8.097, 0.896, 4.498], [6.620, 1.803, 2.803], [9.140, 1.904, 1.191], [7.358, 1.397, 0.748], [6.997, 4.141, 1.443], [8.800, 4.237, 1.139], [6.381, 2.191, -0.982], [7.409, 3.110, -3.209], [6.411, 4.688, -2.926], [5.270, 1.815, -3.457], [3.605, 2.962, -5.485], [2.337, 4.339, -2.611], [3.598, 2.484, 0.711], [1.277, 2.161, -0.205], [1.965, 1.736, -1.848], [2.240, 0.130, 0.853], [1.205, -0.303, -0.599], [4.498, -0.047, -2.411], [2.697, -0.074, -2.758], [4.698, -2.501, -2.497], [3.723, -2.023, -3.974], [1.361, -1.485, -4.586], [-1.112, -0.488, -4.399], [-3.762, -2.635, -3.100], [-3.505, -1.245, -4.332], [-5.048, -1.221, -3.229], [-2.028, 1.406, -2.456], [-2.836, 0.783, -3.985], [-3.855, 1.453, -2.618], [-3.741, -1.808, -0.317], [-4.924, -0.611, -1.034], [-4.617, 2.103, 1.102], [-3.443, 2.589, -0.218], [-4.984, 1.715, -0.718], [-1.672, 1.587, 1.035], [-1.255, 0.781, -0.566], [-1.312, -0.203, 1.051], [-3.389, -1.232, 1.945], [-3.608, 0.506, 2.579], [-5.018, -0.251, 1.674], [-1.583, -2.425, -0.175], [0.869, -3.373, -0.365], [5.145, 3.887, 0.419], [0.334, 2.615, 4.209], [-0.752, 1.557, 4.190], [-0.634, 0.751, 3.023], [0.268, 3.248, 3.320], [0.252, 3.244, 5.097], [1.326, 2.151, 4.197], [-1.739, 2.024, 4.179], [-0.684, 0.912, 5.071], [0.238, 0.334, 3.043], [-6.576, -4.035, -1.124], [-5.668, -4.276, 0.065], [-5.799, -3.213, 1.004], [-6.330, -3.086, -1.608], [-6.483, -4.840, -1.856], [-7.621, -3.969, -0.805], [-4.624, -4.320, -0.254], [-5.917, -5.218, 0.562], [-6.723, -3.189, 1.287], [-7.207, 4.363, 2.966], [-7.027, 4.609, 1.481], [-6.654, 3.403, 0.824], [-6.283, 3.979, 3.406], [-7.488, 5.283, 3.483], [-7.981, 3.610, 3.142], [-6.239, 5.345, 1.308], [-7.953, 4.982, 1.032], [-7.360, 2.759, 0.973], [-7.926, -9.199, 1.104], [-8.203, -7.717, 0.949], [-7.410, -7.176, -0.103], [-6.868, -9.371, 1.320], [-8.524, -9.626, 1.913], [-8.154, -9.735, 0.178], [-7.953, -7.184, 1.868], [-9.258, -7.539, 0.722], [-7.643, -7.647, -0.914]], "forces_ev_per_a": [[0.221, 0.850, -0.901], [-0.380, -0.961, 0.922], [-0.793, 0.497, -0.360], [0.118, -0.217, -0.328], [0.839, -1.201, -0.575], [-0.480, 0.744, 0.314], [0.824, -0.291, 1.262], [-2.124, -0.781, 0.409], [0.786, -0.704, -2.479], [-0.751, 1.310, 0.083], [1.162, -1.171, 0.208], [-0.254, -0.345, 0.307], [0.842, -3.124, 1.839], [-1.368, 1.331, 1.120], [2.076, 1.907, 0.855], [-0.041, 0.377, -2.322], [-2.284, -0.783, 0.187], [-0.086, 0.715, 1.526], [-1.340, 0.767, -0.950], [0.979, 0.172, -1.537], [1.299, -0.022, -0.005], [-1.403, 1.930, -0.474], [-3.951, 0.924, 0.818], [-1.917, -0.578, 2.931], [1.382, -1.586, 2.534], [3.370, -1.140, -0.447], [-0.031, -0.717, -0.958], [1.183, 0.436, 0.136], [-0.547, 0.842, -0.291], [-0.286, 0.814, 0.138], [-0.153, -0.129, 1.487], [0.976, 0.151, -0.075], [-0.023, 0.437, 0.513], [0.177, 0.668, -0.559], [2.025, 0.306, -2.585], [-1.135, 1.853, -2.681], [-2.589, -2.198, -0.248], [0.954, -0.886, -0.706], [0.263, 1.498, -0.424], [0.178, -0.246, 1.815], [-1.130, 0.047, 1.527], [0.835, 0.508, -0.627], [-1.500, -0.672, 0.275], [0.491, 0.265, -1.431], [0.898, 0.296, -0.131], [-1.794, 0.081, 0.093], [1.231, 1.067, 0.129], [0.964, -0.538, -1.086], [-1.638, -0.810, -0.680], [0.625, 1.415, 0.259], [-1.409, 0.538, 0.631], [0.482, -1.690, 0.402], [-0.766, 1.695, 0.395], [1.261, 0.300, 0.811], [0.934, 0.144, -0.808], [-0.017, -0.038, -0.906], [1.381, -0.822, -0.758], [0.943, 0.420, 1.476], [0.087, -0.173, -1.787], [1.358, 0.489, 0.033], [-1.411, -0.955, 0.209], [0.796, -0.670, 1.160], [-1.746, 0.491, -0.324], [-0.209, 0.302, 1.777], [-0.925, -0.295, 1.423], [0.819, -1.200, 1.558], [-0.619, 1.532, -0.364], [-0.983, -0.721, 1.500], [1.609, -0.537, -0.151], [-1.161, -0.957, -0.325], [-0.107, -0.144, 1.866], [1.382, -1.209, -0.247], [0.133, 1.511, -1.003], [1.754, -0.267, 0.362], [0.484, -0.648, -1.764], [-1.119, -1.222, 0.314], [0.870, 0.041, 1.328], [-0.319, -1.535, -0.957], [-0.833, -0.412, 1.168], [-0.800, 1.214, -1.329], [-0.982, 1.340, -0.308], [-0.252, -1.024, -1.430], [1.489, -0.435, 0.241], [0.992, 0.485, -1.679], [-0.586, 0.944, -1.318], [0.612, 0.239, -0.510], [0.000, 0.176, 0.028], [0.391, -0.108, 0.049], [0.181, -0.019, 0.174], [-0.114, 0.002, 0.082], [0.092, -0.014, -0.063], [-0.021, -0.026, 0.154], [0.043, -0.163, -0.141], [-0.089, 0.162, 0.113], [-0.230, 0.007, 0.085], [0.042, 0.004, -0.182], [-0.452, -0.045, 0.040], [0.147, 0.241, 0.187], [0.083, -0.078, 0.022], [-0.085, 0.040, 0.040], [0.043, -0.159, -0.013], [-0.018, 0.135, 0.153], [0.085, -0.084, -0.230], [0.223, -0.014, -0.048], [0.042, 0.080, 0.139], [-0.282, -0.269, 0.171], [-0.001, 0.018, -0.130], [-0.029, 0.098, -0.060], [-0.022, -0.085, 0.024], [-0.048, 0.119, -0.011], [-0.004, -0.174, -0.125], [0.033, 0.195, 0.081], [0.163, 0.131, -0.053], [0.037, -0.105, 0.133], [-0.040, -0.323, -0.268], [0.079, 0.203, -0.103], [-0.096, 0.068, 0.053], [0.029, -0.039, -0.075], [-0.107, 0.016, 0.075], [0.064, 0.082, -0.179], [-0.055, -0.026, 0.189], [0.072, 0.113, 0.178]], "lowdin_charge": [-0.0602, -0.3711, -0.1001, -0.1816, -0.0918, -0.1865, -0.1606, -0.0898, -0.3321, -0.0750, -0.5807, 0.7729, -0.1848, -0.0277, -0.1461, 0.1657, -0.1089, -0.1706, -0.1453, -0.1871, -0.1547, -0.1071, -0.2160, -0.0039, 0.0033, -0.1305, -0.4508, -0.0575, -0.0781, -0.1147, -0.4825, -0.0794, -0.0969, -0.0772, -0.0111, 0.0128, 0.1423, 0.0748, 0.0900, 0.0786, 0.1469, 0.0910, 0.1343, 0.1329, 0.0856, 0.1359, 0.1026, 0.1175, 0.1514, 0.1541, 0.1407, 0.1400, 0.1046, -0.0858, 0.1444, 0.1874, 0.1507, 0.1312, 0.1401, 0.1172, 0.1219, 0.1115, 0.1433, 0.1404, 0.0982, 0.0951, 0.0942, 0.0810, 0.0897, 0.0751, 0.0795, 0.0896, 0.1089, 0.1281, 0.0729, 0.0840, 0.0731, 0.0813, 0.0539, 0.0737, 0.0877, 0.0812, 0.0868, 0.1026, 0.1076, 0.1174, -0.0943, -0.3040, -0.1272, 0.0704, 0.0784, 0.0659, 0.1160, 0.1141, 0.0814, -0.0900, -0.3172, -0.1024, 0.0568, 0.0743, 0.0759, 0.1059, 0.0929, 0.0843, -0.0942, -0.3158, -0.1084, 0.0738, 0.0750, 0.0735, 0.1128, 0.1086, 0.0891, -0.0939, -0.3194, -0.0990, 0.0775, 0.0756, 0.0733, 0.1122, 0.1090, 0.0876], "e_homo_ev": -10.171, "max_force_ha_per_bohr": 0.0805, "multiplicity": 1, "lumo_ev": -4.1, "e_tot_ha": -2671.05392, "charge": 1}